w | This record from the OMol25 dataset describes C2H8N4 as an isolated structure. The level of theory is wB97M-V/def2-TZVPD.

```
14
Properties=species:S:1:pos:R:3:lowdin_charge:R:1
C -0.4586 -1.1550 -1.2268 -0.09
N -0.4529 -0.1391 0.8398 -0.24
N 0.2201 -1.0186 -0.0298 -0.12
N -0.0985 -0.3666 2.1428 -0.02
C 0.4508 1.3199 0.0786 -0.20
N 0.0563 1.6010 -1.1754 -0.08
H 1.2732 0.2088 -0.0290 0.16
H -0.8580 -0.7419 2.6905 0.07
H 0.7841 -0.8595 2.2772 0.08
H 0.8539 1.7773 -1.7819 0.06
H 0.2737 2.0987 0.8125 0.10
H -0.1519 -2.0149 -1.8112 0.07
H -0.3521 0.3723 -1.6437 0.15
H -1.5401 -1.0826 -1.1437 0.07
```

Results
- Highest occupied orbital energy: -8.213 eV
- Charge: 0
- E_LUMO: -0.2 eV

---

x | This record from the OMol25 dataset describes an isolated molecule of C2H8N4. The level of theory is wB97M-V/def2-TZVPD.

```
14
Properties=species:S:1:pos:R:3:lowdin_charge:R:1
C 2.2911 -0.2406 0.0674 -0.16
C -1.0132 1.1326 0.1138 -0.34
H 2.6931 -1.1846 -0.1872 0.05
H 2.6298 0.5192 -0.7326 0.10
H 2.4848 -0.1114 1.1595 0.09
H 0.4781 -0.4095 -1.0630 0.10
H -1.3596 2.1265 0.3091 0.10
H -2.6815 0.7428 -0.5150 0.09
H -1.8556 -1.2276 1.2445 0.11
H -0.9765 -1.5003 -0.3782 0.12
N 0.8685 -0.1790 -0.1203 -0.19
N 0.2393 1.2173 0.1784 0.06
N -1.9187 0.2241 -0.2477 -0.11
N -1.8796 -1.1094 0.1713 -0.02
```

Results
- SMILES: CN/N=C\NN
- Highest occupied orbital energy: -8.126 eV
- Charge: 0
- E_LUMO: 0.9 eV

---

Top of the stability list: x, leading by 0.1298 hartree.

---

w | This record from the OMol25 dataset describes an isolated ion of composition C3H8NO2 and charge -1. The level of theory is wB97M-V/def2-TZVPD.

```
14
Properties=species:S:1:pos:R:3:lowdin_charge:R:1
C -1.1367 -1.0128 -0.4634 -0.55
O -0.7926 -2.2963 -0.4734 -0.34
C 0.0796 -0.0175 -0.4622 -0.40
C 0.6945 -0.0604 0.9228 -0.25
O 2.0347 0.4847 1.1052 -0.11
N -0.3393 1.3830 -0.8557 0.00
H -1.7142 -0.6486 -1.3502 0.08
H -1.7112 -0.7106 0.4607 0.09
H 0.8319 -0.3507 -1.1856 0.12
H 0.7135 -1.1248 1.1834 0.11
H 0.0559 0.4558 1.6447 0.11
H 2.3742 0.4646 0.2117 0.05
H 0.2020 1.9824 -0.2285 0.04
H -1.2923 1.4513 -0.5096 0.04
```

Results
- SMILES: N[C@H](C[O-])CO
- Highest occupied orbital energy: -2.562 eV
- Charge: -1
- E_LUMO: 3.9 eV

---

x | This record from the OMol25 dataset describes an isolated ion of composition C3H8NO2 and charge -1. The level of theory is wB97M-V/def2-TZVPD.

```
14
Properties=species:S:1:pos:R:3:lowdin_charge:R:1
C 0.9668 0.9849 1.0843 -0.15
C -1.5526 -1.3695 -0.3728 -0.07
C 0.4080 -0.1827 0.3391 -0.43
N 0.3148 0.5286 -1.3217 -0.21
O 1.4439 1.2500 -1.4292 -0.49
O -0.8306 -0.6400 0.7443 -0.22
H 1.5867 1.4336 0.2305 0.04
H 0.3277 1.8560 1.3618 0.07
H 1.6245 0.4429 1.8471 0.07
H -2.2192 -0.5547 -0.7356 0.08
H -1.9854 -2.1546 0.1047 0.02
H -0.8502 -1.8021 -1.1462 0.09
H 1.1930 -1.0653 0.4413 0.14
H -0.4275 1.2730 -1.1476 0.05
```

Results
- SMILES: CO[C@H](C)N[O-]
- Highest occupied orbital energy: -1.487 eV
- Charge: -1
- E_LUMO: 4.1 eV

---

Top of the stability list: w, leading by 0.1336 hartree.

---

w | This record from the OMol25 dataset describes a 2-piece molecular cluster, C8H19NO overall. The level of theory is wB97M-V/def2-TZVPD.

```
29
Properties=species:S:1:pos:R:3:lowdin_charge:R:1
C 1.3679 -0.6540 0.6784 -0.40
C -1.2626 1.3486 0.3990 -0.33
C -0.2248 -1.1095 -1.1287 -0.44
C 2.6379 0.0213 1.0631 -0.02
C -1.3550 1.2402 1.9146 -0.13
C -0.2512 2.4010 -0.0374 -0.13
C -0.3327 -0.8357 -2.6091 -0.09
C -0.8796 -2.4025 -0.6941 -0.08
N 1.0075 -0.7850 -0.5998 0.08
O 0.7184 -1.3077 1.6945 0.05
H -0.2268 -1.3198 1.5005 0.09
H 1.5707 -0.2062 -1.2149 0.15
H -2.2471 1.6272 0.0100 0.09
H -1.0285 0.3085 -0.1901 0.10
H 2.9996 0.6620 0.2597 0.08
H 3.4188 -0.7061 1.3080 0.08
H 2.4738 0.6276 1.9549 0.08
H -2.0945 0.4941 2.2163 0.07
H -0.5243 3.3994 0.3139 0.07
H -0.3910 0.9717 2.3512 0.06
H -1.6502 2.1893 2.3646 0.07
H -0.1815 2.4429 -1.1257 0.06
H 0.7364 2.1564 0.3538 0.05
H -0.3638 -2.9025 0.1266 0.07
H -1.3826 -0.7920 -2.8995 0.08
H 0.1286 0.1184 -2.8665 0.06
H 0.1388 -1.6120 -3.2260 0.07
H -1.9248 -2.2451 -0.4080 0.07
H -0.8774 -3.1306 -1.5093 0.07
```

Results
- Highest occupied orbital energy (spin up / spin down): -5.864 / -5.869 eV
- Charge: 0
- E_LUMO (spin up / spin down): 0.8 / 0.8 eV

---

x | This record from the OMol25 dataset describes C8H19NO as an isolated structure. The level of theory is wB97M-V/def2-TZVPD.

```
29
Properties=species:S:1:pos:R:3:lowdin_charge:R:1
C -0.1560 -1.6181 -0.6757 -0.37
C 2.0936 -0.4214 -1.2391 -0.05
C -1.4037 -1.5093 0.1995 -0.07
C -0.5279 -1.7222 -2.1565 -0.07
C 0.8952 -0.5506 -0.3137 -0.47
O 1.2203 -0.5943 0.9524 -0.07
H 0.3496 -2.5556 -0.4056 0.14
H 2.7650 0.3476 -0.8596 0.08
H 1.8179 -0.1747 -2.2617 0.07
H 2.6341 -1.3726 -1.2436 0.09
H -1.1283 -1.4589 1.2509 0.07
H -1.9663 -0.6097 -0.0518 0.07
H -2.0499 -2.3751 0.0495 0.08
H -1.1632 -2.5964 -2.3078 0.08
H 0.3463 -1.8464 -2.7949 0.07
H -1.0879 -0.8519 -2.4984 0.07
C -1.4456 1.6605 1.9611 -0.13
C 0.8867 1.6691 2.1507 -0.13
C -0.0085 1.3000 -0.8615 0.01
N -0.1631 2.1152 1.4725 -0.06
H -1.7988 2.4046 2.6857 0.09
H -1.4239 0.6771 2.4522 0.08
H -2.1612 1.6191 1.1395 0.07
H 0.7429 1.2334 3.1475 0.11
H 1.8005 2.2510 2.0352 0.10
H 1.2154 0.4684 1.5211 0.10
H 0.8117 2.0060 -0.8641 0.03
H -0.0995 0.8177 -1.8270 0.00
H -0.9955 1.6875 -0.6570 0.01
```

Results
- Highest occupied orbital energy: -8.210 eV
- Charge: 0
- E_LUMO: -0.3 eV

---

Top of the stability list: w, leading by 0.0738 hartree.

---

w | This record from the OMol25 dataset describes a 2-piece molecular cluster, C8H19NO overall. The level of theory is wB97M-V/def2-TZVPD.

```
29
Properties=species:S:1:pos:R:3:lowdin_charge:R:1
C 1.8937 0.0706 0.1139 -0.66
C 1.2781 -0.7316 1.3263 -0.07
C 3.2190 -0.5951 -0.1698 -0.11
C 2.2027 1.4874 0.5352 -0.08
C 0.9065 -0.0446 -1.0844 -0.12
C -4.1919 1.1103 0.0969 0.00
C -3.2668 -0.1134 0.1703 -0.53
C -1.1194 -1.0719 -0.5263 -0.17
H 0.7222 -1.6877 0.9350 0.11
H 2.2089 -0.9951 1.9685 0.10
H 0.4797 -0.1217 1.8753 0.11
H 3.8718 0.0269 -0.9087 0.10
H 3.8940 -0.7329 0.7109 0.08
H 3.1720 -1.6143 -0.7407 0.11
H 2.7327 2.0589 -0.2469 0.09
H 2.6803 1.6423 1.5459 0.10
H 1.1505 1.8813 0.6989 0.09
H -0.0689 0.4548 -0.9281 0.06
H 1.2575 0.2807 -2.0365 0.09
H 0.6512 -1.1450 -1.2481 0.09
H -3.8211 1.9122 -0.5021 0.05
H -4.4019 1.4953 1.0778 0.07
H -5.1526 0.7546 -0.3636 0.10
H -1.8366 0.8833 -0.9143 0.14
H -1.6408 -1.9057 -0.0729 0.11
H -0.8710 -1.3018 -1.5908 0.11
H -0.1914 -0.8640 0.0146 -0.02
N -2.0884 -0.0232 -0.4953 0.01
O -3.6700 -1.1108 0.7590 0.03
```

Results
- SMILES: CC(C)(C)C.CNC(C)=O
- Highest occupied orbital energy: -9.563 eV
- Charge: 0
- E_LUMO: 0.6 eV

---

x | This record from the OMol25 dataset describes C8H19NO as an isolated structure. The level of theory is wB97M-V/def2-TZVPD.

```
29
Properties=species:S:1:pos:R:3:lowdin_charge:R:1
C 0.9172 -2.2949 -1.2676 -0.25
C 0.2351 -2.0466 -2.5753 -0.10
C 2.1746 -1.8302 -0.9872 -0.09
O -0.6347 -1.0763 -0.0988 -0.19
H -0.7373 -1.6155 0.6948 0.05
H 0.5560 -3.1612 -0.7272 0.10
H -0.8324 -1.9028 -2.4218 0.07
H 2.6940 -1.2361 -1.7303 0.06
H 0.6315 -1.1615 -3.0726 0.07
H 0.3781 -2.9050 -3.2351 0.08
H 2.8081 -2.3802 -0.3029 0.06
H 1.8687 -0.4622 0.2193 0.07
C -0.8805 0.9991 1.5398 -0.38
C 0.1035 1.2273 -0.8383 -0.01
C -0.3911 2.3259 2.1355 -0.06
C -2.3125 1.1287 1.0188 -0.07
C 0.0870 0.4804 0.4742 -0.45
N 1.3441 0.1959 0.9289 0.09
H -0.8729 0.2496 2.3411 0.13
H 1.3501 -0.2411 1.8458 0.10
H -0.8807 1.1999 -1.2932 0.09
H 0.4130 2.2592 -0.6659 0.09
H 0.8181 0.7680 -1.5156 0.07
H -1.0313 2.6170 2.9683 0.08
H -2.9944 1.3054 1.8513 0.08
H -0.4323 3.1222 1.3926 0.08
H 0.6354 2.2422 2.4894 0.07
H -2.6110 0.2205 0.4975 0.07
H -2.4033 1.9724 0.3346 0.08
```

Results
- Highest occupied orbital energy: -8.253 eV
- Charge: 0
- E_LUMO: 0.9 eV

---

Top of the stability list: x, leading by 0.0355 hartree.